ORCA calculation (wB97M-V/def2-TZVPD) on C10H30N6O4Rb as an isolated structure at a distorted geometry.

E: -1052.46461 Ha
Total charge: +1
Energy relative to the best compared isomer or geometry (same formula, charge and spin): 0.900 eV
Gap between HOMO and LUMO: 8.762 eV
Multiplicity: 1
HOMO level: -11.42 eV

CARTESIAN COORDINATES (ANGSTROEM)
Rb (-1.865, 0.479, 1.263)
C (1.240, -1.449, 2.308)
O (0.198, -1.612, 1.655)
N (1.370, -0.499, 3.261)
N (2.406, -2.081, 1.981)
H (0.584, -0.228, 3.828)
H (2.257, -0.448, 3.734)
H (3.201, -1.913, 2.565)
H (2.412, -2.584, 1.112)
C (-4.593, -1.559, 3.087)
O (-3.823, -0.873, 2.390)
N (-4.104, -2.272, 4.130)
N (-5.908, -1.725, 2.854)
H (-3.111, -2.411, 4.105)
H (-4.800, -2.719, 4.696)
H (-6.365, -1.081, 2.231)
H (-6.482, -2.430, 3.275)
C (-0.552, -3.347, -1.368)
C (-0.144, -2.015, -2.072)
C (-0.818, -1.951, -3.397)
O (-0.272, -0.977, -4.272)
C (-0.834, 0.324, -4.132)
N (-0.457, -0.945, -1.062)
H (-0.274, -4.226, -1.948)
H (-1.640, -3.445, -1.313)
H (-0.183, -3.301, -0.346)
H (0.923, -1.990, -2.315)
H (-1.909, -1.834, -3.363)
H (-0.644, -2.906, -3.900)
H (-0.470, 0.925, -4.964)
H (-0.615, 0.892, -3.225)
H (-1.915, 0.196, -4.241)
H (-0.106, -1.375, -0.211)
H (0.091, -0.137, -1.346)
C (1.063, 2.131, 0.576)
C (1.485, 3.016, -0.616)
C (2.912, 2.644, -1.056)
O (3.899, 2.729, -0.060)
C (4.137, 4.016, 0.480)
N (0.522, 2.691, -1.653)
H (1.788, 2.298, 1.376)
H (0.844, 1.085, 0.387)
H (0.153, 2.596, 0.978)
H (1.478, 4.086, -0.382)
H (3.159, 3.292, -1.906)
H (2.904, 1.600, -1.370)
H (4.527, 4.647, -0.318)
H (4.815, 3.967, 1.334)
H (3.252, 4.344, 1.040)
H (-0.411, 3.011, -1.397)
H (0.677, 3.362, -2.412)

***

ORCA calculation (wB97M-V/def2-TZVPD) on C20H46IrP4Se as an isolated structure at a distorted geometry.

E: -4659.12133 Ha
Total charge: +4
Energy relative to the best compared isomer or geometry (same formula, charge and spin): 1.206 eV
Gap between HOMO and LUMO (spin up / spin down): 6.957 / 5.481 eV
Multiplicity: 6
HOMO level (spin up / spin down): -19.14 / -20.19 eV

CARTESIAN COORDINATES (ANGSTROEM)
Ir (1.156, -0.940, -0.687)
P (0.662, -2.982, -1.400)
P (-0.071, 0.951, -2.130)
P (1.198, -0.793, 1.859)
H (-1.606, 2.518, 0.572)
C (-0.937, 2.549, 1.442)
C (0.263, 3.104, 1.281)
H (0.572, 3.495, 0.307)
C (-1.007, -3.495, -0.914)
C (0.864, -2.770, -3.176)
C (2.010, -3.817, -0.530)
C (-0.437, 2.741, -2.063)
C (0.741, 0.868, -3.774)
C (-1.805, 0.279, -2.459)
C (1.288, 0.496, 3.201)
C (2.646, -1.809, 2.412)
C (-0.235, -1.792, 2.564)
H (-1.141, 1.930, 2.328)
H (1.078, 2.641, 1.852)
H (-1.101, -4.527, -1.292)
H (-1.702, -2.781, -1.392)
H (-1.101, -3.385, 0.185)
H (0.893, -3.761, -3.622)
H (1.764, -2.213, -3.437)
H (0.027, -2.181, -3.555)
H (2.188, -4.783, -1.001)
H (1.752, -3.953, 0.519)
H (2.939, -3.236, -0.526)
H (-0.976, 2.984, -2.991)
H (0.489, 3.322, -2.044)
H (-1.040, 3.009, -1.193)
H (0.112, 1.413, -4.486)
H (0.864, -0.156, -4.129)
H (1.718, 1.357, -3.738)
H (-2.355, 1.016, -3.060)
H (-2.324, 0.130, -1.485)
H (-1.733, -0.699, -2.974)
H (1.195, 0.023, 4.192)
H (0.523, 1.269, 3.086)
H (2.268, 0.988, 3.175)
H (2.404, -2.411, 3.292)
H (3.469, -1.144, 2.679)
H (2.978, -2.475, 1.614)
H (-0.221, -1.774, 3.675)
H (-0.183, -2.838, 2.204)
H (-1.193, -1.334, 2.224)
C (-4.504, 0.642, 1.753)
C (-4.327, 2.044, 1.945)
C (-5.314, 2.784, 2.595)
C (-6.497, 2.222, 3.071)
C (-6.687, 0.843, 2.843)
C (-5.718, 0.062, 2.194)
Se (-3.199, -0.401, 1.048)
H (-0.187, -0.702, -1.648)
H (-3.391, 2.501, 1.605)
H (-5.177, 3.854, 2.737)
H (-7.249, 2.814, 3.609)
H (-7.598, 0.383, 3.170)
H (-5.886, -1.009, 2.032)
C (4.197, 0.315, 0.520)
P (2.998, 0.431, -0.868)
C (3.136, 2.166, -1.375)
C (3.760, -0.484, -2.231)
H (3.844, 0.862, 1.410)
H (5.125, 0.787, 0.172)
H (4.415, -0.732, 0.774)
H (4.188, 2.273, -1.682)
H (2.488, 2.407, -2.225)
H (2.915, 2.853, -0.546)
H (4.795, -0.128, -2.289)
H (3.742, -1.568, -2.050)
H (3.236, -0.256, -3.168)

***

ORCA calculation (wB97M-V/def2-TZVPD) on one molecule with the formula C2H4S2 at a distorted geometry.

E: -874.89348 Ha
Energy relative to the best compared isomer or geometry (same formula, charge and spin): 1.814 eV
Gap between HOMO and LUMO: 8.288 eV
Multiplicity: 1
SMILES: CC(=S)S
HOMO level: -8.81 eV

CARTESIAN COORDINATES (ANGSTROEM)
C (-0.086, 0.880, -0.182)
C (-0.615, -0.572, -0.231)
H (0.821, 1.119, -0.931)
H (0.340, 0.520, 0.988)
H (-0.820, 1.656, -0.036)
H (1.646, -0.695, 0.668)
S (0.834, -1.670, -0.171)
S (-2.120, -1.239, -0.106)

***

ORCA calculation (wB97M-V/def2-TZVPD) on a 2-piece molecular cluster, H5N3S overall at a distorted geometry.

E: -565.32446 Ha
Energy relative to the best compared isomer or geometry (same formula, charge and spin): 1.867 eV
Gap between HOMO and LUMO (spin up / spin down): 8.731 / 7.414 eV
Multiplicity: 1
HOMO level (spin up / spin down): -8.00 / -7.71 eV

CARTESIAN COORDINATES (ANGSTROEM)
N (1.582, -0.621, -0.113)
N (-1.795, -0.148, 0.345)
N (1.235, 0.326, -0.993)
S (-1.115, 1.273, -0.376)
H (1.854, -0.206, 0.810)
H (1.033, -1.497, -0.182)
H (-1.719, -0.140, 1.362)
H (-2.666, -0.298, -0.043)
H (1.590, 1.311, -0.809)

***

ORCA calculation (wB97M-V/def2-TZVPD) on C30H48P2RhSe as an isolated structure at a distorted geometry.

E: -4366.07932 Ha
Total charge: +1
Gap between HOMO and LUMO (spin up / spin down): 6.916 / 4.058 eV
Multiplicity: 5
HOMO level (spin up / spin down): -9.06 / -9.11 eV

CARTESIAN COORDINATES (ANGSTROEM)
Rh (1.413, 2.696, -2.601)
C (0.163, -0.288, -0.486)
C (-0.171, -0.620, -1.843)
C (1.725, 0.747, -1.892)
C (1.261, 0.562, -0.471)
C (0.783, -0.118, -2.701)
C (-0.375, -1.032, 0.687)
H (-1.449, -1.232, 0.556)
H (-0.210, -0.505, 1.641)
H (0.134, -2.021, 0.771)
C (2.116, 0.767, 0.711)
H (1.527, 1.003, 1.611)
H (2.856, 1.564, 0.572)
H (2.656, -0.175, 0.929)
C (3.175, 0.657, -2.181)
H (3.452, -0.406, -2.214)
H (3.720, 1.169, -1.382)
H (3.420, 1.134, -3.143)
C (1.112, -0.667, -4.028)
H (1.834, -1.527, -4.006)
H (1.532, 0.127, -4.669)
H (0.206, -1.066, -4.518)
C (-1.224, -1.592, -2.217)
H (-0.835, -2.627, -2.181)
H (-1.567, -1.382, -3.242)
H (-2.094, -1.546, -1.542)
C (-1.689, 2.123, 1.594)
C (-2.728, 1.312, 1.796)
C (-3.899, 1.007, 0.913)
C (-4.257, 2.036, -0.168)
C (-3.347, 1.871, -1.315)
C (-2.147, 2.452, -1.521)
C (-1.110, 3.015, -0.600)
C (-1.603, 3.378, 0.807)
H (-4.785, 0.860, 1.541)
H (-4.367, 3.062, 0.227)
H (-3.720, 0.069, 0.363)
H (-2.515, 3.987, 0.770)
H (-0.757, 1.904, 2.148)
H (-2.685, 0.696, 2.716)
H (-0.821, 3.993, 1.267)
H (-0.192, 2.382, -0.577)
H (-1.703, 2.268, -2.542)
H (-0.605, 3.936, -0.968)
H (-5.255, 1.756, -0.576)
H (-3.722, 1.195, -2.084)
P (-2.093, 4.864, -2.156)
P (0.726, 3.637, -4.261)
C (-1.541, 5.372, -3.801)
C (-0.039, 5.297, -4.064)
H (-1.850, 6.424, -3.809)
H (-2.134, 4.803, -4.525)
H (0.190, 5.882, -4.982)
H (0.535, 5.766, -3.241)
C (2.272, 4.289, -5.025)
H (2.862, 3.410, -5.295)
H (2.789, 4.851, -4.233)
H (2.106, 4.938, -5.894)
C (-0.326, 3.025, -5.631)
H (-0.470, 3.733, -6.475)
H (-1.339, 2.771, -5.277)
H (0.115, 2.105, -6.037)
C (-1.577, 6.203, -1.042)
H (-1.740, 5.980, 0.023)
H (-2.196, 7.061, -1.340)
H (-0.520, 6.441, -1.206)
C (-3.911, 5.045, -2.093)
H (-4.350, 4.689, -3.036)
H (-4.123, 6.116, -1.957)
H (-4.349, 4.475, -1.262)
Se (0.502, 0.917, 4.611)
C (0.092, -0.418, 5.778)
C (-0.519, -0.145, 7.035)
C (-0.528, -1.109, 8.031)
C (-0.036, -2.406, 7.774)
C (0.402, -2.730, 6.477)
C (0.413, -1.775, 5.473)
H (-0.947, 0.847, 7.189)
H (-0.943, -0.865, 9.009)
H (-0.026, -3.156, 8.565)
H (0.714, -3.751, 6.247)
H (0.687, -2.019, 4.450)